This record from the Open Molecules 2025 dataset describes a structure of composition C23H25BF6IrN5O8S4. The level of theory is ωB97M-V with the def2-TZVPD basis set.

Structure (XYZ):
```
73
Properties=species:S:1:pos:R:3:forces:R:3:mulliken_spin:R:1
Ir -0.3100 -0.0517 -0.5199 -0.91 -0.26 -0.06 2.80
F -0.3160 -4.0445 -4.1653 -0.04 -0.03 0.01 0.00
C 0.7111 -3.4093 -3.6369 -0.20 0.00 0.01 0.00
F 1.5847 -3.0925 -4.5772 0.01 0.01 -0.03 0.00
F 1.2984 -4.1832 -2.7285 0.04 0.01 0.05 0.00
S 0.1696 -1.8550 -2.8044 0.65 0.22 -0.01 -0.02
O 1.3880 -1.1677 -2.4170 0.36 -0.12 -0.19 0.03
O -0.5882 -2.2387 -1.6176 -0.27 -0.14 0.26 0.07
N -0.6449 -1.1431 -3.9024 -0.09 -0.11 -0.13 0.00
S -0.5657 0.4332 -4.0566 -0.07 -0.24 -0.76 0.00
O -0.1325 1.0928 -2.8425 0.19 0.33 0.74 0.06
O -1.7079 0.9168 -4.7497 -0.07 0.07 0.10 0.00
C 0.8322 0.6837 -5.2449 -0.10 0.03 0.10 0.00
F 0.9527 1.9853 -5.4802 0.02 0.01 -0.01 0.00
F 1.9720 0.2231 -4.7416 0.05 0.01 -0.04 0.00
F 0.5627 0.0476 -6.3734 0.01 0.00 -0.04 0.00
B 0.3010 0.7656 2.8668 -0.27 -0.18 -0.24 0.17
N 0.3012 1.8259 1.8132 0.23 -0.21 0.10 0.01
C 0.1948 3.1508 2.0614 0.02 0.13 0.00 0.04
C 0.3381 3.8412 0.8823 -0.01 -0.03 0.09 0.01
C 0.5477 2.8497 -0.0773 0.08 -0.09 0.02 0.06
N 0.5489 1.6436 0.4911 -0.27 0.33 -0.16 0.18
N -0.1483 -0.6167 2.6020 -0.06 0.14 0.06 0.09
C -0.0757 -1.6335 3.5401 -0.03 0.06 -0.04 0.01
C -0.6218 -2.7491 2.9989 0.01 0.04 0.01 0.04
C -1.0245 -2.3529 1.6909 -0.02 -0.02 0.09 0.14
N -0.7386 -1.0857 1.4878 0.22 -0.15 -0.28 0.24
H 1.3503 0.6813 3.5314 0.06 0.09 0.07 0.23
H -0.2872 1.1455 3.8954 0.08 0.05 0.06 0.22
H 0.0331 3.5035 3.0668 -0.01 0.01 -0.01 0.00
H 0.2944 4.9048 0.7325 0.01 0.00 0.01 0.00
H 0.6871 2.9342 -1.1444 -0.01 0.00 0.00 0.00
H 0.3507 -1.4319 4.5082 -0.02 -0.05 0.01 0.00
H -0.7427 -3.7151 3.4556 0.00 0.00 0.00 0.00
H -1.5013 -2.9287 0.9118 0.01 0.00 0.00 0.01
C -4.9440 6.0719 -2.5042 0.02 0.07 -0.01 0.00
C -4.4616 4.7309 -2.0328 -0.02 -0.03 0.06 0.00
C -3.8019 3.8624 -2.8932 0.01 -0.01 -0.04 0.00
C -3.3893 2.6054 -2.4719 -0.02 0.06 0.04 0.01
C -3.6439 2.2262 -1.1668 -0.06 -0.02 -0.06 0.01
C -4.3115 3.0692 -0.2818 0.00 -0.01 0.02 0.00
C -4.7056 4.3173 -0.7197 0.01 0.00 -0.03 0.00
S -3.1399 0.6624 -0.5698 0.18 -0.03 0.07 0.05
O -4.2535 -0.0235 -0.0060 0.05 -0.03 0.00 0.03
O -2.3682 -0.0538 -1.6266 0.14 -0.09 0.07 0.13
O -2.0391 0.9484 0.4328 -0.10 0.36 0.18 0.21
H -4.4192 6.3916 -3.4030 0.00 -0.02 0.00 0.00
H -4.8060 6.8335 -1.7366 0.00 -0.01 0.00 0.00
H -6.0098 6.0332 -2.7366 0.00 -0.01 0.00 0.00
H -3.6108 4.1640 -3.9157 -0.01 -0.01 0.00 0.00
H -2.8966 1.9317 -3.1528 0.04 -0.03 -0.07 0.00
H -4.5237 2.7475 0.7297 0.01 -0.01 -0.01 0.00
H -5.2212 4.9831 -0.0386 -0.01 0.00 0.00 0.00
C 3.6835 -4.2395 5.4518 0.02 0.00 0.02 0.00
C 3.4260 -3.6798 4.0821 0.00 0.03 -0.01 0.00
C 3.5090 -2.3054 3.8427 0.02 -0.05 0.01 -0.01
C 3.2586 -1.7823 2.5874 0.01 0.00 -0.01 0.01
C 2.9198 -2.6441 1.5514 -0.03 0.04 0.02 0.00
C 2.8241 -4.0114 1.7645 0.01 -0.02 -0.03 0.00
C 3.0873 -4.5221 3.0263 0.01 0.01 0.00 0.00
S 2.4777 -2.0279 -0.0475 -0.01 -0.26 0.00 0.02
C 4.0017 -1.2544 -0.5617 -0.03 0.02 0.04 0.01
O 1.5702 -0.8369 0.3026 0.25 0.14 -0.02 0.13
H 4.1445 -3.5000 6.1040 0.00 0.00 0.00 0.00
H 4.3398 -5.1080 5.4021 -0.01 0.00 0.00 0.00
H 2.7507 -4.5629 5.9174 0.00 -0.01 -0.01 0.00
H 3.7867 -1.6434 4.6540 0.00 0.01 0.00 0.00
H 3.3123 -0.7137 2.4168 0.00 -0.01 -0.01 0.00
H 2.5500 -4.6714 0.9501 -0.01 0.00 0.01 0.00
H 3.0286 -5.5908 3.1921 -0.01 0.00 0.00 0.00
H 4.2825 -0.4975 0.1685 -0.01 0.00 0.00 0.00
H 3.8140 -0.8110 -1.5366 -0.02 0.00 -0.02 0.00
H 4.7654 -2.0283 -0.6305 -0.02 -0.01 -0.01 0.00
```
Forces are in eV/Å.

Computed properties:
Spin multiplicity   6
Calculated total energy   -4087.8632 Eh
Charge   +1

***

This record from the Open Molecules 2025 dataset describes a cluster of 2 separate species, C4H12N2PS in total in a non-equilibrium geometry. The level of theory is ωB97M-V with the def2-TZVPD basis set.

Structure (XYZ):
```
20
Properties=species:S:1:pos:R:3:forces:R:3:nbo_charge:R:1
C -1.0623 1.1392 -0.3039 -0.70 -1.70 -0.81 0.34
C 2.4408 -1.8030 0.8550 0.36 -0.58 -1.31 -0.72
C -2.4297 -1.2585 -1.4089 0.32 3.46 2.73 -0.68
C 2.7030 -0.3623 0.6642 -3.89 1.76 -2.68 -0.22
N -1.8024 1.7834 -1.2661 1.69 1.29 2.32 -0.77
N -0.1963 1.7668 0.5252 -3.14 -1.14 -3.04 -0.81
P 0.4238 0.9222 1.9021 2.11 0.50 0.96 0.43
S -1.3002 -0.5770 -0.1183 0.84 -0.34 0.69 0.31
H 1.4166 -2.3119 0.6231 2.07 1.32 -0.65 0.25
H 3.4039 -2.2626 0.4376 -1.56 -0.14 -0.05 0.26
H 2.5223 -2.0194 1.8503 0.44 -0.59 2.89 0.23
H -2.5831 -2.1920 -1.0762 -0.39 -3.54 1.37 0.25
H -1.8706 -1.2965 -2.2444 1.06 0.28 -3.36 0.24
H -3.3558 -0.7602 -1.2833 -0.90 0.67 -0.86 0.24
H 2.3410 0.0623 -0.3624 0.93 -0.67 1.95 0.19
H 3.3566 0.3063 1.1830 0.58 -0.36 0.45 0.22
H -2.1128 2.6838 -0.9082 -0.12 0.11 -0.76 0.40
H -2.4874 1.2830 -1.7676 -0.68 -0.65 -0.46 0.42
H -0.4055 2.7110 0.2792 1.24 1.50 1.00 0.42
H 0.9982 2.1853 2.4195 -0.25 -1.17 -0.37 -0.01
```
Forces are in eV/Å.

Computed properties:
Calculated total energy   -1008.2753 Eh
Charge   +1

***

This record from the Open Molecules 2025 dataset describes a cluster of 2 separate species, C5H11NO in total. The level of theory is ωB97M-V with the def2-TZVPD basis set.

Structure (XYZ):
```
18
Properties=species:S:1:pos:R:3:forces:R:3:nbo_charge:R:1
C -0.0609 2.4769 -1.3659 0.18 0.03 -0.22 -0.39
C -0.3561 1.3462 -0.7514 -0.10 0.16 -0.08 -0.19
C -0.5960 0.0656 -1.5066 0.07 0.42 0.06 -0.26
N -0.3999 -1.0944 -0.6519 0.72 -0.27 -0.02 -0.63
C 0.9037 -1.1339 -0.0695 -0.43 0.08 -0.42 -0.02
C 1.2172 -1.9349 0.9365 -0.34 0.13 -0.01 -0.48
H -0.0076 3.4174 -0.8452 0.12 0.12 0.14 0.20
H 0.1374 2.4897 -2.4302 -0.08 0.09 -0.12 0.18
H -0.4949 1.3643 0.3224 -0.25 -0.24 0.06 0.22
H -1.6268 0.1012 -1.8639 -0.04 -0.30 0.06 0.22
H 0.0505 0.0626 -2.3964 0.00 -0.05 0.00 0.17
H -0.5162 -1.9524 -1.1780 -0.36 0.02 0.11 0.38
H 1.6387 -0.4854 -0.5362 0.13 0.15 0.13 0.18
H 0.4211 -2.5442 1.3547 0.31 -0.09 0.18 0.21
H 2.2220 -1.9432 1.3225 0.07 -0.22 0.12 0.21
O -0.6044 0.4275 2.6777 0.44 -0.27 -0.02 -0.95
H 0.1329 0.0500 2.1659 -0.34 0.09 0.09 0.48
H -0.6324 -0.1307 3.4642 -0.09 0.14 -0.07 0.47
```
Forces are in eV/Å.

Computed properties:
Calculated total energy   -327.0436 Eh
Charge   0

***

This record from the Open Molecules 2025 dataset describes a structure of composition C26H20Br2IrN4O9 in a non-equilibrium geometry. The level of theory is ωB97M-V with the def2-TZVPD basis set.

Structure (XYZ):
```
62
Properties=species:S:1:pos:R:3:forces:R:3:nbo_charge:R:1
Ir -0.3719 -0.0241 0.0058 -0.43 -0.18 -0.05 1.37
C -0.0125 2.3574 -2.1859 0.00 0.01 -0.09 -0.67
C -0.0369 2.8523 -0.7790 0.02 0.09 0.06 0.27
C 0.0563 4.2168 -0.4384 -0.01 -0.07 -0.09 -0.20
C 0.0206 4.6111 0.8669 0.00 0.05 0.08 -0.09
C -0.1067 3.6537 1.8965 -0.03 -0.17 0.19 -0.11
C -0.1819 3.9159 3.2920 0.00 -0.02 -0.14 -0.08
Br -0.0873 5.6899 3.9169 0.00 0.01 0.02 0.11
C -0.3320 2.8937 4.1874 0.01 0.14 -0.01 -0.21
C -0.4091 1.5557 3.7602 0.03 0.04 -0.29 -0.16
Br -0.6452 0.1841 5.0172 -0.01 -0.08 -0.01 0.12
C -0.3211 1.2475 2.4237 0.05 0.93 0.20 0.32
O -0.3731 0.0067 1.9603 -0.02 -0.79 -0.62 -0.61
C -0.1798 2.3118 1.4961 -0.05 0.03 0.31 0.12
N -0.1473 1.9524 0.1756 0.06 -0.04 0.10 -0.40
H 0.0285 3.1815 -2.8937 0.00 0.00 0.00 0.25
H -0.9135 1.7776 -2.4006 -0.03 -0.02 0.00 0.24
H 0.8639 1.7264 -2.3475 0.02 -0.02 -0.01 0.24
H 0.1462 4.9427 -1.2326 0.00 0.02 -0.02 0.23
H 0.0841 5.6590 1.1246 0.00 0.02 0.00 0.25
H -0.3972 3.1038 5.2454 0.00 0.02 0.01 0.25
C 1.4058 -6.7452 0.1818 0.01 -0.13 -0.12 -0.65
C 1.6077 -5.2666 0.2632 -0.31 0.03 0.68 0.11
C 2.5903 -4.7500 1.1387 -0.22 -0.23 -0.26 -0.27
C 2.7791 -3.4113 1.2571 -0.33 0.81 0.06 0.11
C 3.7855 -2.8792 2.2365 0.07 0.00 0.05 -0.66
C 1.9884 -2.5039 0.4480 -0.14 -0.12 0.41 -0.26
C 2.3006 -1.1372 0.4968 0.22 0.49 -0.14 0.43
O 1.6666 -0.1409 0.0188 0.03 -0.30 0.38 -0.65
C 0.9841 -3.0124 -0.4328 3.33 -1.58 -1.63 0.19
C 0.9500 -2.4634 -1.8555 -0.99 0.72 0.38 -0.64
C 0.8061 -4.4063 -0.4466 -0.42 0.10 0.17 -0.26
H 2.1544 -7.2815 0.7585 0.04 -0.02 0.00 0.23
H 1.4538 -7.0931 -0.8499 -0.03 0.00 -0.02 0.24
H 0.4222 -7.0108 0.5719 -0.03 0.00 -0.01 0.24
H 3.1777 -5.4369 1.7315 0.06 -0.01 0.01 0.23
H 4.1644 -3.6881 2.8553 0.04 -0.01 0.02 0.24
H 3.3528 -2.1243 2.8925 0.00 -0.03 0.04 0.23
H 4.6381 -2.4267 1.7261 0.02 0.00 0.00 0.23
H 3.2266 -0.8440 0.9944 0.05 -0.08 -0.08 0.18
H 1.9037 -2.7391 -2.3014 -0.03 -0.01 -0.05 0.25
H 0.8559 -1.3752 -1.9398 0.05 -0.06 -0.01 0.19
H 0.1458 -2.9208 -2.4276 -0.01 -0.03 -0.05 0.23
H 0.0303 -4.7943 -1.0968 0.18 -0.15 -0.19 0.21
O -5.2165 -3.7693 3.9406 0.01 -0.16 0.07 -0.36
N -5.4953 -2.6131 3.7192 0.06 0.06 -0.04 0.54
O -6.4321 -2.0024 4.1771 -0.13 0.03 0.07 -0.35
C -4.6098 -1.8801 2.8046 0.05 0.12 -0.08 -0.03
C -3.4738 -2.4883 2.3524 -0.03 0.22 -0.09 -0.09
C -2.6628 -1.8002 1.4401 -0.37 0.07 0.40 -0.10
C -2.9936 -0.4942 0.9472 -0.24 -0.49 0.26 0.52
O -2.3912 0.1064 -0.0031 0.64 0.37 -0.06 -0.66
C -4.1067 0.1081 1.5950 -0.04 -0.20 0.01 -0.08
C -4.9236 -0.5629 2.4653 0.16 -0.07 0.01 -0.07
N -4.3706 1.5405 1.3901 0.05 -0.03 -0.05 0.54
O -3.4254 2.2458 1.1052 -0.01 0.12 0.07 -0.37
O -5.5036 1.9150 1.5758 -0.14 0.11 -0.06 -0.34
N -1.4536 -2.4585 1.1090 0.14 0.06 -0.14 0.56
O -0.7563 -2.0686 0.0958 -1.22 0.71 0.21 -0.48
O -1.0644 -3.3962 1.7259 -0.15 -0.34 0.18 -0.24
H -3.2271 -3.4874 2.6812 0.03 0.03 0.00 0.29
H -5.7783 -0.0702 2.9070 -0.02 0.00 -0.02 0.29
```
Forces are in eV/Å.

Computed properties:
Calculated total energy   -7150.7856 Eh
Charge   +1